[1]
13
Properties=species:S:1:pos:R:3:lowdin_spin:R:1 method="wB97M-V/def2-TZVPD" e_tot_ha=-1205.61711 fmax_ev_per_a=10.43 lumo_energy_ev="0.53 / -2.30" e_above_lowest_ev=0.000 spin_multiplicity=3 orbital_gap_ev="6.040 / 8.960"
C 2.811 -0.581 -0.057 0.003
C -0.919 0.567 -0.464 0.690
C -1.096 1.213 0.906 0.074
C -1.164 -0.695 -0.734 0.702
N 1.827 -1.198 0.034 0.016
O 3.756 0.117 -0.073 0.003
Cl -0.715 1.698 -1.800 0.215
Cl -1.762 -1.948 0.241 0.229
H -0.456 2.072 1.089 0.015
H -1.165 0.365 1.684 0.001
H -2.013 1.616 0.964 0.024
H -0.846 -1.035 -1.754 0.027
H 1.742 -2.192 -0.036 0.000



[2]
9
Properties=species:S:1:pos:R:3:lowdin_charge:R:1 method="wB97M-V/def2-TZVPD" e_tot_ha=-1129.06735 fmax_ev_per_a=1.37 lumo_energy_ev=4.01 e_above_lowest_ev=4.050 total_charge=-1 orbital_gap_ev=7.425
C 0.232 0.911 0.070 -0.812
O 2.094 -1.232 -0.754 -0.570
O -0.060 -1.915 0.194 -0.628
F 0.706 1.679 -0.962 -0.076
F 0.494 1.661 1.206 -0.110
P -1.595 0.640 -0.092 0.790
S 1.165 -1.114 0.377 0.649
H -1.613 -0.249 0.971 -0.124
H -1.421 -0.383 -1.011 -0.119



[3]
13
Properties=species:S:1:pos:R:3:lowdin_charge:R:1 method="wB97M-V/def2-TZVPD" e_tot_ha=-344.37442 fmax_ev_per_a=0.68 lumo_energy_ev="-1.22 / -1.22" e_above_lowest_ev=6.190 orbital_gap_ev="6.798 / 6.805"
O 1.060 1.407 1.752 0.048
C 0.585 0.827 0.785 -0.445
C 1.436 -0.182 0.032 -0.004
O 0.742 -1.146 -0.407 0.071
C -0.679 -0.623 -0.474 -0.224
C -1.559 -0.444 0.743 -0.030
C -0.706 0.650 0.209 -0.143
H 2.521 -0.270 -0.036 0.158
H 1.093 0.911 -1.818 0.105
H -1.021 -0.930 -1.459 0.154
H -1.279 -0.890 1.693 0.114
H -2.630 -0.461 0.533 0.101
H 0.437 1.151 -1.555 0.094



[4]
16
Properties=species:S:1:pos:R:3:lowdin_charge:R:1 method="wB97M-V/def2-TZVPD" e_tot_ha=-288.32498 fmax_ev_per_a=3.71 lumo_energy_ev=4.39 e_above_lowest_ev=1.814 total_charge=-1 orbital_gap_ev=6.454 smiles=CN[C@@H](C)C[O-]
C -2.144 0.301 0.043 -0.136
N -0.799 0.460 -0.732 -0.121
C 0.325 -0.382 -0.224 -0.415
C 1.511 -0.590 -1.148 -0.115
C 0.808 0.219 1.306 -0.446
O -0.169 -0.186 2.198 -0.400
H -2.324 -0.744 -0.041 0.037
H -2.962 0.899 -0.473 0.063
H -2.133 0.510 1.108 0.037
H -0.406 1.496 -0.666 0.114
H -0.045 -1.431 0.064 0.128
H 2.441 -0.413 -0.673 0.031
H 1.611 -1.595 -1.462 0.039
H 1.485 0.236 -1.905 0.073
H 1.778 -0.125 1.588 0.034
H 1.022 1.344 1.018 0.078